Below is a 11-piece molecular cluster, C28H77O13PS2 overall at a distorted geometry, with properties calculated with ωB97M-V/def2-TZVPD.

Geometry as XYZ:
```
121
Properties=species:S:1:pos:R:3:forces:R:3
O -1.921812 -3.086938 2.623099 2.70 5.84 3.88
C -1.464006 -2.090635 3.360005 -1.40 -3.10 -2.69
C -1.647629 -1.993043 4.951455 0.21 -0.34 -0.86
C -0.250320 -1.729947 5.660368 0.05 -0.28 0.29
C 0.100319 -0.191185 5.861779 -0.83 0.29 0.79
S 1.604408 0.263480 4.900369 -0.28 0.37 0.15
O -0.678992 -1.002060 2.805258 -1.68 -2.54 1.02
C 0.031836 -1.335414 1.592842 1.71 0.01 -0.10
C 0.894456 -2.673390 1.791787 0.79 -0.32 -1.07
C 2.510062 -2.466086 1.875327 -0.03 -0.84 -0.22
C 3.176935 -3.450824 2.962540 0.35 0.45 -0.67
O 2.450549 -3.340371 4.214773 0.30 0.01 -1.07
P -1.079659 -1.229784 0.063768 -0.06 0.02 0.30
S -0.648241 0.266053 -1.122021 0.05 -0.14 0.12
H -2.367833 -1.156105 5.200031 0.77 -1.01 -0.39
H -2.094001 -3.002592 5.285692 0.65 1.66 -0.71
H -0.285501 -2.240047 6.688838 0.05 0.74 -1.51
H 0.559347 -2.247794 5.057287 -0.83 0.58 0.82
H 0.299986 0.022525 6.983904 -0.42 -0.34 -1.93
H -0.755197 0.480825 5.495586 1.23 -1.07 0.72
H 1.431949 1.617064 4.924377 0.00 -0.62 0.06
H 0.758826 -0.454578 1.400906 -1.24 -1.29 0.55
H 0.699582 -3.375537 0.897369 0.19 0.98 1.44
H 0.563957 -3.216240 2.713370 0.24 0.62 -0.91
H 2.787757 -1.393579 2.115382 -0.42 -1.26 -0.16
H 2.988192 -2.727725 0.846847 -0.82 0.63 1.89
H 4.271521 -3.133585 3.120137 -1.54 -0.41 -0.29
H 3.192126 -4.536383 2.588196 -0.22 1.47 0.46
H 2.830503 -3.954231 4.847286 0.12 -0.08 0.16
H -2.399812 -1.162764 0.589057 0.42 -0.24 -0.07
H -1.001947 -2.511830 -0.539788 -0.12 0.22 0.29
C -3.429302 4.187504 -0.451931 -0.02 0.02 -0.02
C -4.223096 2.898567 -0.573353 0.08 0.19 0.00
O -3.964417 2.262579 -1.813946 -0.06 -0.14 -0.01
H -3.679660 4.860266 -1.273943 -0.01 -0.02 0.03
H -3.635509 4.698141 0.489318 -0.02 0.00 0.07
H -2.357703 3.982730 -0.507525 0.00 -0.01 0.01
H -5.296629 3.091985 -0.542139 0.04 -0.02 -0.01
H -3.979705 2.220052 0.252533 -0.03 -0.01 0.08
H -3.018247 2.083443 -1.828221 0.16 -0.07 -0.11
C 0.386027 2.355931 -4.687970 0.19 -0.02 -0.04
C -0.522329 3.329984 -3.979209 0.04 0.07 0.10
O -0.202004 3.420190 -2.592454 -0.28 -0.10 0.06
H 0.306641 1.371422 -4.233032 -0.02 -0.10 -0.02
H 0.125862 2.266224 -5.743638 -0.01 -0.01 0.03
H 1.427886 2.677364 -4.615071 -0.02 0.03 -0.07
H -1.562211 3.005631 -4.037734 0.01 0.04 0.00
H -0.449705 4.322252 -4.438887 -0.07 0.02 -0.03
H 0.713743 3.710131 -2.529591 0.10 0.21 -0.05
C -4.478707 0.044325 -4.478896 -0.01 0.08 0.02
C -3.138485 -0.448659 -4.988327 0.02 0.01 0.06
O -2.082036 0.460354 -4.704522 -0.13 -0.04 -0.01
H -4.715264 1.016262 -4.915236 0.00 -0.04 0.00
H -5.275062 -0.658213 -4.733853 0.02 -0.01 0.00
H -4.462839 0.171038 -3.394044 -0.01 -0.01 -0.02
H -3.155693 -0.553931 -6.074505 0.03 -0.01 0.03
H -2.905292 -1.431346 -4.561148 -0.03 -0.04 -0.04
H -2.027992 0.553875 -3.745482 0.10 -0.04 0.02
C 4.341395 -1.441244 -3.239068 0.26 0.08 0.01
C 4.040707 -2.223731 -1.986350 -0.12 -0.21 0.20
O 4.014279 -1.435786 -0.796108 0.09 0.09 -0.22
H 5.302968 -0.930724 -3.154983 -0.01 -0.06 -0.01
H 4.370910 -2.104041 -4.106374 0.00 0.09 0.01
H 3.582998 -0.684192 -3.406639 -0.23 0.17 -0.10
H 4.812838 -2.976276 -1.813803 -0.07 -0.01 0.01
H 3.077754 -2.739676 -2.093500 0.07 -0.09 -0.03
H 3.330601 -0.766379 -0.905853 0.00 0.07 0.00
C -4.324543 0.467264 4.141323 0.11 -0.05 0.04
C -3.605810 1.795151 4.005752 0.15 -0.03 -0.15
O -2.194603 1.704714 4.219283 -0.33 -0.05 0.13
H -4.162814 0.048535 5.134772 -0.07 0.02 0.05
H -5.397502 0.587868 3.983544 0.02 0.03 -0.03
H -3.951583 -0.251978 3.407335 -0.04 0.01 -0.04
H -3.980656 2.499877 4.750822 0.10 0.02 0.00
H -3.792554 2.214778 3.011628 -0.05 0.08 -0.02
H -1.822975 1.101165 3.566031 0.05 -0.02 -0.12
C 1.913182 2.098753 -8.563069 -0.07 -0.03 0.08
C 3.094484 2.623336 -7.767942 0.01 -0.01 -0.12
O 3.278625 1.927074 -6.545576 0.00 0.09 0.08
H 0.997813 2.164049 -7.972548 0.04 0.02 -0.04
H 1.776572 2.665569 -9.486211 0.02 -0.01 0.02
H 2.065098 1.049309 -8.828053 0.01 0.01 -0.04
H 2.936521 3.668324 -7.495747 0.03 -0.05 0.01
H 4.008243 2.567233 -8.371411 -0.01 0.08 -0.01
H 3.429702 1.000891 -6.747529 0.02 -0.12 0.01
C 5.258000 -5.814937 -6.274811 0.08 0.03 -0.06
C 4.822202 -4.651519 -5.406673 -0.04 0.05 -0.11
O 4.911257 -3.404700 -6.093721 0.12 -0.07 0.15
H 6.282534 -5.668019 -6.620571 -0.02 -0.01 0.04
H 5.205644 -6.754727 -5.723175 -0.01 0.00 -0.01
H 4.617526 -5.900679 -7.156404 -0.02 -0.03 0.04
H 5.471247 -4.557638 -4.535391 -0.02 0.02 -0.01
H 3.798221 -4.803868 -5.050874 0.00 -0.04 0.08
H 4.337096 -3.449227 -6.861002 -0.08 0.01 -0.13
C 4.475731 5.301538 -0.808069 0.04 -0.09 -0.05
C 3.177619 5.650120 -1.508053 -0.03 0.06 0.02
O 2.509274 4.489490 -1.996573 0.00 -0.04 -0.04
H 5.138041 4.759315 -1.484606 -0.01 0.04 0.01
H 4.986398 6.202149 -0.463099 -0.02 -0.01 0.01
H 4.288565 4.661958 0.058346 0.00 0.05 0.02
H 3.366139 6.274062 -2.381901 -0.03 -0.03 0.02
H 2.514304 6.202955 -0.834926 0.02 0.05 -0.03
H 2.329569 3.922764 -1.241612 0.05 -0.14 0.13
C -7.168584 5.036301 4.833627 0.01 0.05 -0.09
C -7.400389 3.560942 4.571633 0.06 0.01 0.01
O -6.812829 3.133382 3.347660 -0.24 -0.07 0.02
H -7.569135 5.633921 4.013291 -0.01 -0.02 0.04
H -7.647660 5.350049 5.762692 0.02 -0.01 -0.01
H -6.099526 5.251699 4.911260 -0.02 -0.01 0.05
H -8.466132 3.349556 4.479837 0.04 -0.02 0.00
H -7.009027 2.961782 5.402094 -0.06 -0.01 0.03
H -5.870760 3.296115 3.405494 0.25 0.07 -0.06
C 0.205736 -5.736308 7.264106 0.00 0.09 -0.02
C 1.592103 -6.322265 7.077487 -0.05 0.06 0.13
O 2.611293 -5.405262 7.469638 0.00 -0.08 -0.40
H 0.106612 -4.814235 6.688154 0.00 -0.04 -0.03
H -0.565589 -6.436917 6.939935 0.01 0.00 0.01
H 0.027763 -5.493909 8.315088 -0.02 -0.05 0.00
H 1.770024 -6.547474 6.025355 0.06 0.00 0.04
H 1.696279 -7.251616 7.646818 -0.03 -0.05 -0.08
H 2.475732 -5.203633 8.395619 0.04 0.12 0.24
```
Forces are in eV/Å.

As for the HOMO energy: -8.815 eV. The total energy comes out at -87857.25314 eV. Its net charge is 0. The HOMO-LUMO gap comes out at 9.3 eV. The calculation puts the maximum force at 7.51 eV/Å.

Below is one molecule with the formula C20H29N3O2, with properties calculated with ωB97M-V/def2-TZVPD.

Geometry as XYZ:
```
54
Properties=species:S:1:pos:R:3:forces:R:3
C 1.027262 3.272434 1.048232 -0.01 -0.12 0.00
N 1.492326 1.949925 0.681278 0.18 -0.01 0.14
C 2.630677 2.001442 -0.223902 -0.09 -0.06 -0.19
C 2.222437 2.425916 -1.643545 0.15 -0.19 0.16
N 0.992717 1.776534 -2.046596 0.06 0.40 -0.20
C 0.911984 0.424180 -2.110657 -0.71 0.18 -0.25
O 1.880482 -0.298042 -2.161283 0.38 -0.16 0.08
C -0.530458 -0.088468 -2.167940 0.24 -0.30 0.04
C -0.593306 -1.606104 -1.999347 0.09 -0.04 -0.05
C -1.619637 -1.860021 -0.915204 0.19 0.00 -0.34
O -2.016744 -2.939234 -0.533630 -0.05 -0.46 0.10
N -2.032904 -0.667875 -0.428431 -0.02 0.22 -0.01
C -3.057851 -0.564332 0.584875 -0.11 -0.29 0.14
C -2.683867 0.375849 1.747475 0.02 0.10 -0.07
C -3.493814 1.648663 1.514840 -0.09 -0.06 0.17
C -4.811424 1.115883 0.959222 0.02 0.09 -0.10
C -4.385175 -0.009515 0.014830 -0.07 -0.02 0.09
C -1.381572 0.479205 -1.011589 -0.09 0.22 0.14
C 1.802999 1.164894 1.877499 -0.06 0.01 -0.06
C 2.108122 -0.271904 1.546971 0.10 0.02 0.15
C 3.418347 -0.733865 1.521913 -0.08 0.04 0.08
C 3.696437 -2.047941 1.190637 0.11 -0.07 -0.03
C 2.666699 -2.920022 0.883519 0.05 -0.06 -0.02
C 1.356914 -2.474445 0.919016 -0.09 -0.07 -0.01
C 1.083498 -1.159281 1.248506 0.05 0.03 0.02
H 1.786546 3.850742 1.598006 0.01 0.03 -0.01
H 0.142037 3.181577 1.678050 -0.04 0.06 0.02
H 0.755392 3.828921 0.152864 -0.04 0.11 -0.02
H 3.423402 2.675673 0.143345 0.00 -0.05 0.02
H 3.033577 0.990429 -0.291660 0.05 0.16 -0.03
H 3.015568 2.125443 -2.332350 -0.02 0.15 0.05
H 2.078811 3.504397 -1.721838 0.01 -0.05 -0.05
H 0.144093 2.284926 -1.860244 0.01 -0.12 0.02
H -0.947899 0.215135 -3.132326 0.03 0.01 0.10
H -0.876518 -2.132791 -2.909459 -0.02 -0.03 0.05
H 0.379791 -1.990498 -1.683238 -0.09 -0.02 -0.03
H -3.189477 -1.590232 0.941501 0.02 0.18 -0.05
H -1.612939 0.562806 1.797447 0.10 -0.05 0.07
H -2.987932 -0.082829 2.688743 0.03 -0.02 0.04
H -3.628754 2.227340 2.427706 0.04 0.10 -0.01
H -3.003171 2.284494 0.775731 0.04 0.07 -0.05
H -5.395092 1.882887 0.451924 -0.10 0.00 0.04
H -5.413067 0.711385 1.774134 -0.06 0.02 0.05
H -5.140977 -0.788518 -0.060559 0.00 -0.04 -0.10
H -4.215553 0.381204 -0.989223 0.01 0.00 -0.05
H -2.126355 1.201376 -1.364869 0.05 0.03 0.02
H -0.740817 0.970392 -0.267035 -0.07 0.05 -0.09
H 2.651530 1.608418 2.428131 -0.07 -0.03 0.03
H 0.922492 1.207767 2.526541 0.08 0.03 0.03
H 4.228293 -0.059098 1.764647 0.06 0.08 0.02
H 4.720987 -2.389869 1.169748 0.08 -0.03 -0.01
H 2.884257 -3.944260 0.619845 0.01 -0.09 -0.02
H 0.544182 -3.148310 0.691101 -0.10 -0.08 -0.03
H 0.058628 -0.824879 1.280215 -0.19 0.09 0.00
```
Forces are in eV/Å.

As for the HOMO energy: -8.851 eV. The total energy comes out at -29777.35461 eV. Its net charge is 0. The value obtained for the energy above the lowest of the compared OMol25 structures with the same formula, charge and spin is 23.9 kcal/mol. The HOMO-LUMO gap comes out at 9.4 eV. The calculation puts the maximum force at 0.77 eV/Å.

Q: What is the formula in the second record?
A: C20H29N3O2